1.
Here is an isolated ion of composition C31H62NO3 and charge +1 from the Open Molecules 2025 dataset. Energies are from wB97M-V/def2-TZVPD.

Element x y z (Å)
C 7.00066 -5.39018 0.65880
C 8.12436 -4.36306 0.88821
C 8.44551 -3.54341 -0.35621
C 9.66544 -2.63030 -0.17489
C 9.29899 -1.23315 0.30106
C 8.70831 -0.36533 -0.82281
C 7.86449 0.79782 -0.29754
C 6.83852 1.29560 -1.31297
C 5.90825 2.36405 -0.72177
C 4.65521 1.77574 -0.04259
C 3.36798 2.48148 -0.46479
C 2.14678 2.13419 0.41879
C 1.23509 1.07910 -0.20634
C -0.23101 1.14993 0.22472
C -0.85200 2.52655 -0.10018
C -2.28211 2.48837 -0.63889
C -3.42372 2.03125 0.34661
C -3.75858 0.55915 0.01043
C -4.39804 -0.32060 1.09618
C -5.30453 -1.41179 0.47781
C -5.13671 -2.78075 1.14064
C -6.09569 -3.80768 0.53768
O -5.43174 -4.54751 -0.46774
C -6.28186 -5.12675 -1.43065
C -6.69078 -6.55832 -1.09152
C -3.04801 2.21491 1.81266
C -2.82342 3.66877 2.25879
N -3.10744 4.65647 1.17800
C -4.38307 4.42107 0.42942
C -4.63433 2.95840 0.02260
C -5.97820 2.53404 0.65281
O -6.62551 1.48000 -0.03508
C -7.46520 1.90561 -1.05411
C -7.00673 1.56979 -2.45183
O -8.51514 2.46784 -0.82311
H 7.39810 -6.40039 0.60195
H 6.49351 -5.20023 -0.28660
H 6.26827 -5.34609 1.46017
H 9.03143 -4.88642 1.19100
H 7.85540 -3.70263 1.71350
H 8.61323 -4.24006 -1.17937
H 7.56781 -2.95104 -0.62792
H 10.21373 -2.58655 -1.11820
H 10.33982 -3.11749 0.53129
H 8.55399 -1.31872 1.09655
H 10.17391 -0.72814 0.70875
H 9.56134 0.04600 -1.36642
H 8.15063 -0.99729 -1.51382
H 7.33206 0.45520 0.59371
H 8.53304 1.60991 -0.01073
H 7.35737 1.66301 -2.19875
H 6.25984 0.41998 -1.61585
H 5.62017 3.07440 -1.49606
H 6.49882 2.90578 0.01773
H 4.58308 0.73133 -0.34770
H 4.75505 1.84008 1.03940
H 3.16372 2.23168 -1.50741
H 3.51872 3.56248 -0.45419
H 2.53012 1.79679 1.38108
H 1.62457 3.07166 0.61518
H 1.29958 1.09065 -1.29355
H 1.61938 0.10189 0.09510
H -0.33105 0.88155 1.27497
H -0.77228 0.39687 -0.34819
H -0.23093 2.96888 -0.88081
H -0.73532 3.18066 0.76861
H -2.28514 1.79140 -1.47605
H -2.53614 3.45648 -1.08234
H -4.45502 0.58118 -0.82598
H -2.87090 0.04535 -0.34762
H -3.64086 -0.84071 1.68120
H -5.02123 0.24795 1.78178
H -5.08065 -1.53161 -0.58417
H -6.34874 -1.12806 0.57568
H -5.41606 -2.68638 2.19276
H -4.11187 -3.14036 1.08515
H -6.46288 -4.47862 1.31863
H -6.94381 -3.27030 0.10456
H -5.74621 -5.12836 -2.37975
H -7.18511 -4.53225 -1.59336
H -7.66096 -6.60516 -0.60030
H -5.94216 -7.03794 -0.46544
H -6.77662 -7.16634 -1.99119
H -3.83320 1.80338 2.44137
H -2.15518 1.65771 2.07952
H -3.45072 3.92088 3.11024
H -1.79654 3.79204 2.58861
H -3.15952 5.58241 1.60013
H -2.29886 4.68840 0.55569
H -4.31316 5.02470 -0.47281
H -5.18311 4.85609 1.02192
H -4.74156 2.93217 -1.05992
H -5.83765 2.26708 1.69712
H -6.64447 3.40061 0.63217
H -5.99625 1.17184 -2.48000
H -7.69973 0.82935 -2.84308
H -7.03863 2.46200 -3.07017

Net charge = +1
Multiplicity = 1
LUMO level = -3.120 eV

Partial charges, Mulliken, in e: -1.176 -0.385 -0.634 -0.892 -0.675 -0.728 -0.549 -0.726 -0.889 -0.456 -1.095 -0.276 -1.423 -0.408 -0.573 -2.265 3.093 -1.809 -0.655 -1.046 -0.680 -0.729 -0.343 -0.263 -1.149 -0.957 -1.514 0.105 -1.706 0.969 -2.030 -0.135 0.692 -0.915 -0.547 0.293 0.344 0.331 0.309 0.238 0.342 0.356 0.361 0.447 0.294 0.420 0.289 0.509 0.301 0.257 0.374 0.357 0.490 0.376 0.197 0.320 0.361 0.431 0.424 0.277 0.507 0.478 0.401 0.115 0.654 -0.032 0.692 0.587 0.019 0.770 0.597 0.405 0.294 0.353 0.322 0.438 0.355 0.422 0.331 0.311 0.295 0.290 0.379 0.616 0.405 0.447 0.388 0.387 0.450 0.327 0.557 0.720 0.227 0.659 0.251 0.314 0.336

2.
Here is C31H64Ca2Cl5F3N3O14P2S as an isolated structure from the Open Molecules 2025 dataset. Energies are from wB97M-V/def2-TZVPD.

Element x y z (Å)
C 0.48060 -0.31533 3.28380
C 0.71895 0.90312 2.20945
C -0.57228 1.29793 1.29228
C -1.96750 1.21726 2.21199
N -0.72130 0.57950 -0.01280
C 0.38349 0.82332 -1.00130
N 0.30553 1.78126 -2.02084
C 1.36959 2.02562 -3.06439
C -0.99016 2.61455 -2.02785
C -0.83076 4.02555 -2.89864
C 0.14245 5.13505 -2.18503
C -0.16294 6.70169 -2.66870
C 0.09571 6.95891 -4.26663
C 1.53973 6.43015 -4.83405
O 2.68286 6.64543 -3.93355
C 3.87121 6.28410 -4.77578
N 1.62417 -0.02982 -0.93961
C 1.36150 -1.46730 -0.58054
O 1.89270 -1.81409 0.74677
P 2.36642 -2.53041 -1.84982
C 1.80098 -2.21740 -3.64559
C 2.83196 -1.25896 -4.52717
C 4.24845 -2.33582 -1.61063
C 4.76168 -0.81950 -1.26221
C -0.23004 -1.92472 -0.76347
P -0.30224 -3.73278 -0.04378
O -1.51448 -3.86835 1.19905
O -0.65195 -4.73186 -1.43549
C -1.14599 -0.85785 0.10399
C -2.76072 -0.89232 -0.33177
C -3.14598 -2.14396 -1.31585
C -4.76279 -1.96637 -1.70394
O -5.59279 -3.02236 -1.83038
O -5.35994 -0.62957 -1.95966
H 0.35111 -1.37904 2.80614
H 1.48290 -0.37836 3.92983
H -0.37286 -0.09703 4.08179
H 1.70400 0.65942 1.62830
H 0.96801 1.86885 2.86699
H -0.46119 2.45892 1.03682
H -2.18399 0.09758 2.56445
H -2.90797 1.62842 1.65055
H -1.81381 1.82069 3.23005
H 0.93554 2.27451 -4.14887
H 2.12716 1.14956 -3.22976
H 2.02462 2.95343 -2.69770
H -1.92579 1.97129 -2.39610
H -1.28953 2.98085 -0.93148
H -1.92645 4.49975 -2.89995
H -0.58396 3.83281 -4.04028
H -0.06432 5.07436 -1.02240
H 1.28955 4.97506 -2.35097
H 0.64135 7.35809 -2.08385
H -1.20935 7.05870 -2.28267
H -0.76021 6.42651 -4.86080
H 0.09389 8.14226 -4.41655
H 1.77665 7.05902 -5.82077
H 1.45719 5.29623 -5.13829
H 3.53479 5.68836 -5.75175
H 4.62550 5.57571 -4.21635
H 4.45550 7.23960 -5.15781
H 2.40897 0.40429 -0.41219
H 2.52522 -2.60393 0.60980
H 1.82414 -3.27675 -4.19600
H 0.71019 -1.81226 -3.76893
H 3.34842 -1.85844 -5.42052
H 2.17455 -0.42899 -5.04824
H 3.64722 -0.73796 -3.86823
H 4.75065 -2.62404 -2.65352
H 4.70611 -3.05283 -0.80766
H 5.92361 -0.68216 -1.24377
H 4.38172 -0.57724 -0.15689
H 4.31988 0.02701 -1.94079
H -0.43304 -1.90292 -1.91586
H -1.16875 -3.37907 2.00917
H -0.08630 -4.38803 -2.21211
H -1.14045 -1.27435 1.22246
H -3.12304 0.12675 -0.79965
H -3.39352 -1.02484 0.66850
H -2.57429 -2.13124 -2.33752
H -3.08859 -3.20625 -0.77738
H -4.95022 -0.30641 -2.83351
Cl -0.38409 1.59599 4.13402
Ca 5.33706 -0.36413 1.00857
Cl -2.69937 2.12363 5.25136
C -3.86419 -5.72892 3.16827
C -5.08602 -5.39288 4.00119
O -4.99218 -5.83961 5.34950
C -4.20931 -5.06396 6.29977
O -4.57742 -3.78582 6.28126
C -2.64931 -5.27646 6.16131
F -2.36212 -6.57170 5.83873
F -2.00648 -5.04773 7.34233
F -2.03819 -4.50462 5.23057
H -3.48957 -6.73126 3.39612
H -4.10488 -5.67448 2.10039
H -3.05644 -5.01827 3.34646
H -5.93231 -5.94308 3.57337
H -5.34791 -4.33376 3.92444
H -4.41632 -5.61908 7.22593
C 4.28017 7.94572 -8.32992
Cl 5.72674 7.39466 -7.47617
Cl 2.87836 6.95278 -7.91276
H 4.07675 8.98283 -8.05251
H 4.45550 7.87932 -9.40642
Cl -4.61633 -8.03763 3.92946
Ca 4.03533 -0.73876 4.14048
O -2.95428 3.77362 1.10101
H -3.42147 3.45684 1.85241
C -1.93432 -1.79977 8.97675
C -2.63182 -1.50491 7.65150
O -2.03841 -0.29814 7.17786
S -0.48237 -0.24645 7.66417
O 0.34657 -0.71234 6.57470
O -0.25741 1.00823 8.34356
O -0.57004 -1.43233 8.77947
H -2.34086 -1.18009 9.78252
H -2.00863 -2.85397 9.25676
H -3.71158 -1.38424 7.76692
H -2.43028 -2.29141 6.91657
C 4.96905 -5.21040 -4.05611
O 4.03658 -4.68387 -3.27648
H 5.39668 -6.17990 -3.74878
H 4.68912 -5.43248 -5.09994
H 5.88905 -4.62173 -4.21223

Energy above the lowest of the compared OMol25 structures with the same formula, charge and spin = 18.027 eV
Net charge = -1
Multiplicity = 1
LUMO level = -2.177 eV

Atomic partial charges in e from the Mulliken method, atoms 1 to 99: 0.020 -0.230 0.227 -0.770 0.888 -1.039 0.599 -0.420 -0.003 -0.619 -0.265 -0.830 -0.620 0.090 -0.369 -0.474 0.510 -0.375 -0.063 -0.151 -0.383 -0.745 -0.256 -1.085 -1.017 0.215 -0.268 -0.524 0.698 -1.063 0.098 0.313 -0.545 -0.455 0.097 -0.553 0.483 -0.084 0.624 0.277 0.316 0.270 -0.110 0.316 -0.168 0.245 0.065 0.082 0.421 0.180 0.263 0.104 0.281 0.388 0.235 0.331 0.018 0.227 0.238 0.228 0.147 0.154 0.439 0.451 0.369 0.244 0.234 0.128 0.261 0.491 0.622 0.362 0.086 0.219 0.317 0.441 -0.442 0.377 0.269 0.191 0.064 0.339 -0.376 0.105 -0.234 -0.467 -0.778 -0.272 0.170 -0.769 0.653 -0.307 -0.295 -0.185 0.252 0.432 -0.043 0.436 0.333

Computed gap between HOMO and LUMO, in the same sequence as the records: 8.17, 1.25 eV.